# 1
Density functional theory data (the ωB97M-V functional and the def2-TZVPD basis) for C17H17Cl2F5FeN3S2 as an isolated structure.

Properties
HOMO level (alpha / beta) (eV): -10.14 / -10.14
Total charge: +1
Relative energy (zero: lowest compared OMol25 entry of this formula, charge and spin) (eV): 0.245
E (Ha): -4301.8542
Expectation value of S²: 6.01
Multiplicity: 5
Frontier orbital gap (alpha / beta) (eV): 6.82 / 6.75

Geometry (Å):
1 Fe 1.65847 0.04796 -0.00600
2 N -2.71457 0.48641 0.37466
3 C -3.20038 1.77001 0.05232
4 C -4.55045 1.93958 -0.20670
5 C -5.04807 3.19428 -0.53063
6 C -4.19309 4.27772 -0.61610
7 C -2.83689 4.11148 -0.36310
8 C -2.34753 2.86594 -0.01887
9 S -0.62450 2.66990 0.36414
10 N -0.44106 1.01119 0.52742
11 C -1.40141 0.16444 0.51813
12 C -1.04036 -1.26989 0.64635
13 C -1.98224 -2.28937 0.70541
14 C -1.56143 -3.60868 0.74975
15 C -0.20505 -3.88275 0.74185
16 C 0.67041 -2.81258 0.72309
17 N 0.27253 -1.54280 0.67791
18 H -3.38169 -0.25724 0.29280
19 H -5.21465 1.08401 -0.15601
20 H -6.10595 3.31847 -0.71586
21 H -4.57479 5.25440 -0.87908
22 H -2.16139 4.95569 -0.42284
23 H -3.04209 -2.08475 0.72236
24 H -2.28945 -4.40712 0.79029
25 H 0.16743 -4.89645 0.75260
26 H 1.74249 -2.97178 0.75176
27 F 1.25208 -0.94017 -2.10575
28 C 0.97087 0.46621 -1.97536
29 F 2.09340 1.06878 -2.52133
30 C -0.21738 0.70230 -2.88062
31 F -0.04810 0.29118 -4.13509
32 F -1.27094 0.01788 -2.36629
33 F -0.54285 1.99669 -2.90237
34 Cl 0.20787 1.24628 3.76951
35 C 1.94898 1.02803 3.67571
36 Cl 2.59768 1.11900 2.00608
37 H 2.19498 0.05134 4.07366
38 H 2.42736 1.82105 4.23719
39 C 4.24751 -2.05772 -1.75372
40 S 4.16024 -0.77765 -0.48139
41 C 5.24187 -1.47616 0.79075
42 H 4.05898 -3.03732 -1.32018
43 H 5.22929 -2.02750 -2.21913
44 H 3.48389 -1.82383 -2.49174
45 H 6.25239 -1.53562 0.39470
46 H 4.89483 -2.46279 1.08905
47 H 5.22275 -0.79807 1.64063

=====

# 2
Density functional theory data (the ωB97M-V functional and the def2-TZVPD basis) for C25H24N4ORuS4 as an isolated structure.

Properties
HOMO level (alpha / beta) (eV): -14.04 / -14.04
Total charge: +2
Relative energy (zero: lowest compared OMol25 entry of this formula, charge and spin) (eV): 0.000
E (Ha): -2948.4646
Frontier orbital gap (alpha / beta) (eV): 5.81 / 5.81

Geometry (Å):
1 Ru -0.62438 -0.78039 1.25354
2 C -3.07397 -0.53067 4.04988
3 C -1.60163 -0.54163 4.28002
4 N -0.67729 -0.67319 3.36205
5 C 0.60117 -0.67206 3.91341
6 C 0.62583 -0.54245 5.26060
7 S -0.96343 -0.40550 5.86781
8 C 1.70551 -0.86205 2.98950
9 C 3.04069 -0.92089 3.18820
10 S 3.83899 -1.26915 1.70893
11 C 2.37296 -1.28615 0.86488
12 N 1.33360 -1.05435 1.66384
13 C 2.33691 -1.60130 -0.58697
14 H -3.30396 -0.70253 2.99922
15 H -3.50882 0.43465 4.32398
16 H -3.54460 -1.30529 4.65529
17 H 1.48131 -0.52202 5.91292
18 H 3.58554 -0.80397 4.10809
19 H 3.21967 -2.18198 -0.84746
20 H 2.34216 -0.68384 -1.17817
21 H 1.45217 -2.17918 -0.84278
22 C 0.98010 4.37741 -3.36581
23 C 1.74515 3.19297 -2.76173
24 C 3.03427 2.94436 -3.55744
25 C 2.11823 3.54056 -1.32047
26 C 0.87745 1.94175 -2.83831
27 C 0.42664 1.49854 -4.10495
28 C -0.35897 0.38197 -4.27214
29 C -0.71729 -0.33299 -3.13063
30 S -1.71283 -1.74295 -2.98899
31 C -1.48787 -1.70566 -1.28974
32 N -0.71243 -0.73840 -0.85488
33 C -0.27968 0.08035 -1.86740
34 C 0.51442 1.22086 -1.71746
35 C -2.07198 -2.59948 -0.30838
36 C -2.85177 -3.69552 -0.63969
37 C -3.35191 -4.49735 0.37605
38 C -3.08798 -4.22134 1.71661
39 C -2.34617 -3.10955 2.05706
40 C -1.80376 -2.27674 1.05942
41 H 1.59500 5.27483 -3.31460
42 H 0.05697 4.56903 -2.81920
43 H 0.72805 4.21577 -4.41219
44 H 3.68221 3.81857 -3.49691
45 H 2.83432 2.75811 -4.61167
46 H 3.58326 2.08916 -3.16045
47 H 2.71299 4.45280 -1.31199
48 H 2.72080 2.75788 -0.85501
49 H 1.23736 3.72179 -0.70287
50 H 0.70331 2.06488 -4.98234
51 H -0.69264 0.07826 -5.25337
52 H 0.80407 1.53918 -0.72460
53 H -3.07407 -3.94008 -1.66952
54 H -3.95548 -5.35657 0.11700
55 H -3.47254 -4.87579 2.48486
56 H -2.14466 -2.90590 3.09914
57 O -3.52380 1.57562 1.75304
58 S -2.17000 2.02819 1.55658
59 N -1.17720 0.95942 1.16624

=====

# 3
Density functional theory data (the ωB97M-V functional and the def2-TZVPD basis) for a 3-piece molecular cluster, C17H43BN2O4 overall.

Properties
HOMO level (eV): -8.68
Total charge: 0
Relative energy (zero: lowest compared OMol25 entry of this formula, charge and spin) (eV): 0.291
E (Ha): -1108.6948
Structure (SMILES): COCCNCCOC.COCCNCCOC.BCCCCC
Frontier orbital gap (eV): 9.26

Geometry (Å):
1 C -0.76194 -4.34144 -2.25786
2 O -1.77520 -4.02136 -1.32496
3 C -1.47533 -2.91174 -0.48706
4 C -2.36070 -1.72589 -0.80636
5 N -2.04652 -1.15644 -2.10996
6 C -2.99239 -0.14856 -2.57918
7 C -4.43789 -0.56601 -2.83067
8 O -4.60773 -1.44512 -3.92542
9 C -4.43399 -2.82037 -3.63997
10 H -1.02909 -5.29173 -2.71726
11 H -0.67587 -3.58785 -3.04832
12 H 0.20940 -4.45235 -1.76673
13 H -0.41690 -2.64400 -0.55516
14 H -1.67488 -3.22615 0.54200
15 H -2.21276 -0.95884 -0.03937
16 H -3.40224 -2.06889 -0.74192
17 H -1.99919 -1.90039 -2.79399
18 H -2.59684 0.25030 -3.51664
19 H -2.99085 0.67728 -1.85858
20 H -4.99313 0.33926 -3.09041
21 H -4.91625 -0.97755 -1.93361
22 H -4.74549 -3.06715 -2.62189
23 H -3.39729 -3.13628 -3.78751
24 H -5.05291 -3.38317 -4.33897
25 C 5.01236 -2.30122 3.45722
26 O 3.67672 -2.70661 3.68417
27 C 3.03974 -2.05794 4.77853
28 C 1.93721 -1.13471 4.30501
29 N 2.47521 0.02055 3.59817
30 C 1.47448 0.84919 2.93079
31 C 0.65203 0.22526 1.80801
32 O 1.38769 -0.07717 0.63822
33 C 2.05345 -1.32517 0.63057
34 H 5.43722 -2.97668 2.71648
35 H 5.07278 -1.27924 3.06729
36 H 5.60852 -2.36723 4.37182
37 H 3.76795 -1.51513 5.38777
38 H 2.59483 -2.83860 5.40199
39 H 1.37246 -0.78502 5.17435
40 H 1.25692 -1.73006 3.68090
41 H 3.14573 -0.29599 2.90984
42 H 1.99844 1.71219 2.51174
43 H 0.78677 1.23555 3.68991
44 H -0.08683 0.97052 1.49857
45 H 0.08448 -0.65298 2.14081
46 H 1.51857 -2.07759 1.21648
47 H 3.07922 -1.23630 0.99908
48 H 2.10801 -1.66367 -0.40507
49 B -2.36340 3.17676 -2.02109
50 C -0.93755 2.56698 -1.84405
51 C 0.14736 3.67035 -1.66800
52 C 0.75614 3.60983 -0.27363
53 C 1.95519 4.51250 -0.09823
54 C 1.62189 6.00557 -0.05920
55 H -2.85743 3.27217 -3.10336
56 H -2.99883 3.56771 -1.08629
57 H -0.69894 1.97705 -2.72152
58 H -0.87360 1.90955 -0.98319
59 H -0.21881 4.67097 -1.89235
60 H 0.94772 3.45280 -2.36827
61 H 1.08579 2.58034 -0.14650
62 H -0.02625 3.81309 0.45698
63 H 2.44193 4.25423 0.83880
64 H 2.67931 4.34037 -0.88848
65 H 2.38306 6.52843 0.51285
66 H 1.61641 6.45624 -1.04535
67 H 0.67199 6.20755 0.42800

=====

# 4
Density functional theory data (the ωB97M-V functional and the def2-TZVPD basis) for C2H2FGaLi2O as an isolated structure.

Properties
HOMO level (alpha / beta) (eV): -18.92 / -18.90
Total charge: +2
Relative energy (zero: lowest compared OMol25 entry of this formula, charge and spin) (eV): 0.000
E (Ha): -2191.5589
Frontier orbital gap (alpha / beta) (eV): 4.73 / 6.57

Geometry (Å):
1 C -1.63637 0.71779 0.29410
2 C -1.57358 1.01766 -1.01200
3 O -0.93574 -0.39189 0.76487
4 H -2.16875 1.25658 1.09477
5 F 0.59557 -1.79670 -1.81583
6 H -2.15284 1.92166 -1.24979
7 Li -1.06192 -1.40505 -1.40543
8 Ga -0.72304 -1.08187 2.19203
9 Li 0.56678 0.24240 -0.75638

=====

# 5
Density functional theory data (the ωB97M-V functional and the def2-TZVPD basis) for C23H56AsGeN2PtS2Si3 as an isolated structure.

Properties
HOMO level (alpha / beta) (eV): -13.14 / -13.38
Total charge: +2
Relative energy (zero: lowest compared OMol25 entry of this formula, charge and spin) (eV): 0.034
E (Ha): -7115.9672
Expectation value of S²: 0.75
Multiplicity: 2
Frontier orbital gap (alpha / beta) (eV): 8.22 / 5.89

Geometry (Å):
1 Pt -0.53031 -0.20792 0.08023
2 S -1.44612 0.41320 2.18412
3 C -1.15485 -0.91489 3.18894
4 N -1.56181 -0.94730 4.44547
5 C -1.05768 -2.04195 5.27779
6 C -0.74639 -3.17186 4.30551
7 S -0.29292 -2.34498 2.74038
8 H -2.02924 -0.14756 4.84945
9 H -1.80966 -2.33381 6.00739
10 H -0.16110 -1.70892 5.80474
11 H -1.61400 -3.80159 4.11948
12 H 0.08321 -3.78719 4.64197
13 C -3.29726 -4.83970 -0.45017
14 C -3.95599 -3.45941 -0.31559
15 C -4.76334 -3.11325 -1.57503
16 C -4.84078 -3.39356 0.93698
17 C -2.88588 -2.45826 -0.17039
18 N -2.05390 -1.67928 -0.05560
19 H -4.08243 -5.59044 -0.53542
20 H -2.68854 -5.07767 0.42238
21 H -2.67316 -4.89795 -1.34235
22 H -5.54468 -3.86211 -1.70171
23 H -4.13497 -3.12471 -2.46618
24 H -5.23607 -2.13546 -1.48724
25 H -5.65177 -4.11275 0.82592
26 H -5.27600 -2.40279 1.06435
27 H -4.27543 -3.65085 1.83298
28 C 3.04345 -2.00568 -1.92947
29 C 2.12198 -1.02423 -2.64547
30 As 0.28115 -1.07221 -2.01461
31 C -0.80663 -0.34633 -3.46024
32 C -0.45137 -0.84735 -4.85480
33 C -0.10637 -2.98302 -2.14509
34 C 0.25416 -3.81182 -0.91664
35 H 4.07262 -1.85041 -2.25343
36 H 2.78582 -3.03812 -2.16039
37 H 3.01372 -1.88609 -0.84458
38 H 2.07041 -1.25591 -3.71039
39 H 2.48658 -0.00534 -2.55711
40 H -0.76104 0.74073 -3.39858
41 H -1.82752 -0.62433 -3.18548
42 H 0.52349 -0.48488 -5.18003
43 H -1.18538 -0.48827 -5.57579
44 H -0.44529 -1.93664 -4.91101
45 H 0.42820 -3.34002 -3.02764
46 H -1.17211 -3.05636 -2.37045
47 H 1.31530 -3.75361 -0.68006
48 H 0.01645 -4.86182 -1.09202
49 H -0.29828 -3.48251 -0.03743
50 C 3.46970 4.28271 -0.86203
51 Si 2.76476 2.59532 -1.15312
52 C 1.84918 2.58600 -2.78311
53 C 4.01413 1.24545 -0.85271
54 Ge 0.78502 1.80780 0.36761
55 Si 2.17927 1.92482 2.40356
56 C 1.05258 2.63272 3.72888
57 C 2.75260 0.18398 2.76903
58 C 3.64251 3.07944 2.31696
59 Si -0.77799 3.62616 -0.12963
60 C -1.92661 3.75066 1.34268
61 C 0.08080 5.27138 -0.33916
62 C -1.73983 3.16525 -1.66377
63 H 3.90865 4.58380 -1.82046
64 H 4.25847 4.29744 -0.11490
65 H 2.72309 5.03131 -0.60516
66 H 2.58078 2.51557 -3.59550
67 H 1.32327 3.53556 -2.89509
68 H 1.12696 1.78091 -2.90395
69 H 4.65321 1.12729 -1.73375
70 H 3.56507 0.28184 -0.62253
71 H 4.65553 1.52905 -0.01772
72 H 0.03202 2.25894 3.71350
73 H 1.01888 3.72046 3.63636
74 H 1.49776 2.40330 4.70190
75 H 1.97726 -0.55986 2.58600
76 H 3.06202 0.11154 3.81530
77 H 3.61720 -0.07554 2.15444
78 H 3.36616 4.08792 2.00892
79 H 4.45535 2.72349 1.68583
80 H 4.03725 3.15209 3.33542
81 H -1.39239 4.04061 2.24910
82 H -2.48080 2.83527 1.54674
83 H -2.65869 4.53426 1.12585
84 H 0.70949 5.51576 0.51936
85 H -0.68741 6.04674 -0.40783
86 H 0.68346 5.33733 -1.24508
87 H -2.22711 2.19489 -1.54510
88 H -1.11217 3.13236 -2.55561
89 H -2.51771 3.91318 -1.83886

=====

# 6
Density functional theory data (the ωB97M-V functional and the def2-TZVPD basis) for a 2-piece molecular cluster, ClH3NO2P overall.

Properties
HOMO level (eV): -8.13
Total charge: 0
Relative energy (zero: lowest compared OMol25 entry of this formula, charge and spin) (eV): 3.961
E (Ha): -1008.5075
Structure (SMILES): [NH3+][O-].O=PCl
Frontier orbital gap (eV): 6.58

Geometry (Å):
1 N -0.27853 -0.30203 0.25567
2 O -1.52885 -0.72036 0.35061
3 H 0.27140 -0.95600 0.81686
4 H -0.10625 0.51838 0.81386
5 H 0.08108 -0.38450 -0.79491
6 O 0.58251 -1.19999 -2.28184
7 P -0.21473 -2.17797 -3.06286
8 Cl -0.40350 -3.77660 -1.80532